81
Properties=species:S:1:pos:R:3 method="wB97M-V/def2-TZVPD" spin_multiplicity=5 orbital_gap_ev="5.2 / 4.0" energy_ha=-4728.90699 s_squared=6.0521 fmax_ev_per_a=4.54 charge=+4
Br -3.466 -1.062 1.416
H 3.118 4.945 0.259
H 2.761 3.999 -4.558
H -1.617 -4.917 -2.572
C -3.138 1.944 0.220
H 1.667 1.641 0.448
C -2.569 1.016 1.124
H 3.075 -2.417 -1.722
C 0.175 0.273 7.371
C 4.001 5.044 -1.702
C 3.227 -2.465 -0.639
H -3.699 -0.334 -1.849
H 0.643 0.817 -2.036
H 3.948 0.502 -0.067
C -3.128 -3.374 -0.845
N -0.378 -1.200 2.200
C -0.875 2.504 1.836
C 1.940 -2.207 0.145
H 2.282 -0.245 7.140
C -1.231 -0.095 5.420
C -1.302 -4.098 -3.233
H -5.019 -2.625 -1.702
N 3.905 4.753 -3.001
H -0.475 -4.470 -3.862
C -3.385 -1.165 -3.859
C -0.824 -2.869 -2.446
C 1.727 3.807 -2.639
H -2.560 -1.416 -4.543
H 0.020 -3.156 -1.806
H -2.151 0.050 -2.575
H -2.138 -3.848 -3.901
H 4.057 -1.816 -0.335
H 1.939 -1.183 4.807
C 1.322 -0.036 -1.905
H -1.959 0.754 7.266
H -5.071 -4.256 -0.989
H 2.133 -2.221 1.230
H 3.891 1.222 1.523
H -4.307 -4.012 -2.580
C -0.109 -0.590 4.716
C -1.094 0.352 6.751
C -2.890 -0.760 -2.464
C -0.241 4.297 0.326
C 0.730 3.977 -0.388
C 1.283 -0.219 6.675
C 1.133 -0.712 5.372
H -2.208 -0.066 4.923
P 1.028 -0.600 -0.162
C -1.750 1.455 2.209
H 0.926 -0.820 -2.562
H 4.919 5.538 -1.383
H 3.475 -0.394 -2.163
C 2.714 0.363 -2.336
H -0.419 -2.134 -3.149
C -4.453 -3.561 -1.583
C 2.791 4.186 -3.475
H 0.121 2.572 2.285
H -3.946 1.725 -0.489
H -3.918 -0.302 -4.288
H 0.268 0.604 8.407
H -2.872 4.012 -0.478
P -2.032 -2.002 -1.416
H 3.683 -0.515 1.382
H 3.035 1.296 -1.880
H -2.535 -4.301 -0.907
C -0.155 -0.985 3.334
H 3.552 -3.487 -0.415
Pt -1.171 -0.591 0.413
H -3.351 -3.218 0.226
H -4.085 -2.011 -3.822
C 1.949 0.655 0.856
H 2.721 0.552 -3.412
H 0.839 3.337 -3.071
H -1.705 1.061 3.239
C 3.447 0.439 0.904
C -2.526 3.220 0.182
H 1.212 -3.008 -0.041
C 1.831 4.107 -1.264
C -1.279 3.411 0.826
C 3.003 4.714 -0.790
H 1.536 0.616 1.876

113
Properties=species:S:1:pos:R:3 method="wB97M-V/def2-TZVPD" spin_multiplicity=2 orbital_gap_ev="2.1 / 6.8" energy_ha=-4621.40527 s_squared=0.7535 fmax_ev_per_a=7.30 charge=-1
H 0.964 3.738 -6.746
F 1.037 9.146 4.168
H -4.062 3.225 -3.467
H 2.243 -5.338 0.124
C -0.170 4.671 3.531
O 0.937 1.677 -6.184
F 1.730 8.531 2.200
O 0.258 -2.669 -3.797
F -0.658 0.077 -4.022
C -0.484 4.175 2.069
H -2.671 1.348 -3.578
C 3.462 -2.768 1.859
C -0.577 2.676 -7.884
H -4.079 -2.774 -2.851
F -0.764 -3.597 2.947
C -1.810 0.133 -0.620
H 2.062 0.177 1.383
H -0.863 1.707 -8.294
F 2.552 7.615 3.938
O 0.084 2.917 -4.480
H 0.260 3.893 4.161
C 0.362 7.058 3.286
H 0.840 -0.734 5.086
O -6.866 0.698 -3.282
O -1.293 -4.429 -3.385
C 0.828 -4.865 -4.703
H -0.677 0.186 5.182
F 4.036 1.079 9.145
F -2.352 -4.926 2.401
H 5.290 1.116 4.613
O 3.911 1.601 6.015
H -2.505 0.460 -1.394
O -0.798 7.323 3.024
C -0.083 -3.865 -3.950
C 0.589 0.601 -4.069
O 3.970 -3.086 0.781
H 3.075 0.397 3.828
O 5.263 3.205 7.130
H -1.754 2.070 0.433
F 2.288 1.588 7.972
C -3.543 1.322 -4.232
C 3.622 -3.574 3.104
H -0.887 4.926 1.390
O 0.754 5.764 3.601
H -1.100 3.291 2.234
O 0.112 0.062 3.240
O -4.971 1.753 -2.451
H 1.958 -2.153 -0.565
H 2.359 1.970 3.916
C 3.307 1.459 3.745
C 1.454 -1.387 0.024
H 4.692 2.836 4.585
H -4.063 0.364 -4.253
H 0.495 4.013 1.618
H -5.366 2.431 -4.385
C 0.569 1.874 -4.939
F 0.912 -4.602 -5.937
C -1.304 -4.247 1.933
F 2.034 -4.740 -4.192
H -2.816 -2.260 -4.089
H -1.399 2.941 -7.220
O -0.362 0.789 1.216
H -3.677 -3.831 -4.253
C 0.756 2.747 -7.149
H 1.878 -6.605 -2.081
F 0.493 -6.121 -4.485
F -7.168 0.869 -0.204
F -1.742 -3.320 1.056
F -6.448 -0.932 -0.945
C 2.453 -0.760 0.989
H 0.116 -6.188 -1.963
C 4.434 1.785 4.711
H -2.386 -0.465 0.086
H -1.079 -0.588 -0.987
C -0.146 -5.107 1.322
H 1.578 2.649 -7.858
H 3.311 -0.412 0.412
F 3.359 -4.911 2.845
F -5.096 0.526 -0.164
O 0.303 -6.098 1.871
C 4.388 2.316 7.124
O 2.721 -1.641 2.050
F 1.398 -0.385 -4.621
C 3.443 1.973 8.383
F 2.772 -3.168 4.062
C 1.415 -5.122 -0.551
H -0.613 3.466 -8.634
F 1.061 0.926 -2.837
C -0.105 -0.525 4.585
H -1.120 4.931 3.998
H -2.756 -4.292 -1.796
H -0.746 -1.406 4.571
H 3.537 1.576 2.686
H -0.388 1.710 -0.543
H 0.885 -7.233 -0.843
O -2.079 0.037 2.593
F 4.861 -3.409 3.468
C 1.446 8.112 3.427
O 0.284 -4.628 0.158
F 3.210 2.980 9.237
C -2.233 -3.732 -2.572
C -6.186 0.377 -0.859
C -4.541 2.272 -3.691
H -3.154 1.607 -5.210
C -3.307 -3.077 -3.559
H -1.717 -2.978 -1.978
H 1.143 -0.631 -0.697
C -1.119 1.243 0.117
C 1.054 -6.326 -1.424
C -6.050 0.978 -2.353
C -0.857 0.238 2.369
H 0.623 -1.871 0.538
H 1.758 -4.421 -1.313

89
Properties=species:S:1:pos:R:3 method="wB97M-V/def2-TZVPD" spin_multiplicity=2 orbital_gap_ev="7.0 / 6.8" energy_ha=-4444.55638 s_squared=1.1726 fmax_ev_per_a=2.03 charge=+1
C -1.279 3.896 0.535
H -0.877 4.879 0.276
C 4.052 -1.260 1.809
C -3.704 1.523 1.464
C -1.769 0.060 4.130
F -3.883 -0.980 4.195
H 7.216 -1.600 3.618
O 6.407 -1.509 3.109
H -0.963 3.672 1.553
C -1.508 -4.272 -1.508
C -1.345 1.227 4.727
Si -3.448 1.118 -0.344
C 1.657 -1.992 -2.177
C -4.331 -0.495 -0.692
H -4.436 -0.733 -1.751
C 2.826 -1.264 -0.363
N 1.648 -1.635 -0.889
C 4.047 -1.271 3.192
H 5.406 -0.496 4.623
H -3.821 -1.321 -0.197
N -1.121 -1.981 -0.953
H 2.696 -2.241 -4.022
N -0.499 0.594 2.178
C 3.961 -1.448 -2.465
H 0.156 -0.196 -4.339
H -2.367 -4.653 -3.440
C -0.458 2.064 4.051
Si -1.466 0.243 -2.574
H -3.831 2.624 -2.358
C -2.013 -3.904 -2.745
H -0.234 4.556 -2.337
H -1.686 1.476 5.722
C -1.647 1.103 -0.941
H 5.711 -2.308 -3.305
H 1.040 0.234 -2.882
C 1.669 -1.082 3.066
O 6.138 -0.410 -2.816
C 0.165 0.475 -3.476
C -4.231 2.508 -1.350
H 4.927 -1.130 -4.351
C 2.814 -1.194 3.827
H -2.681 1.730 -4.128
H -2.418 -2.246 -4.037
H -3.815 0.572 -3.436
H -3.857 0.615 2.038
H -5.302 2.316 -1.441
H 4.986 -1.374 1.284
H 1.600 1.769 -1.364
F -2.973 -0.456 6.089
H -0.660 -3.537 0.319
H 0.294 1.487 -3.856
H -2.899 2.094 1.921
C -2.707 -0.877 4.843
C 1.148 2.273 -0.511
H -2.681 0.073 -4.698
F -2.193 -2.115 4.940
H -5.337 -0.437 -0.271
C -1.325 -0.237 2.833
Fe -0.259 -0.685 0.355
C -2.043 -2.560 -3.074
H 0.709 -1.048 3.563
H 2.732 -1.232 4.905
C 5.205 -1.339 -3.312
H 4.898 -0.763 -0.677
S -1.672 -1.636 1.887
C -0.058 1.696 2.783
H -4.616 2.118 1.547
H -4.115 3.459 -0.831
H 0.671 2.283 2.239
C 2.848 -1.149 1.121
C 2.772 -1.935 -2.987
H 1.719 3.186 -0.329
H 1.293 1.640 0.371
H 0.722 -2.341 -2.593
H 5.232 -2.257 4.653
H -1.925 4.083 -2.373
C 3.980 -1.116 -1.121
C 5.313 -1.387 3.990
C -1.071 -3.285 -0.649
H 5.805 0.482 -2.960
Si -0.667 2.700 -0.776
C -2.799 0.694 -3.807
H -2.363 3.988 0.544
C -1.585 -1.606 -2.170
H -0.084 2.971 4.501
C -0.906 3.696 -2.356
H -1.455 -5.306 -1.203
H -0.739 3.169 -3.294
N 1.661 -1.043 1.730